67
Properties=species:S:1:pos:R:3:nbo_charge:R:1 method="wB97M-V/def2-TZVPD" multiplicity=1 smiles="O=C1C(c2ccccc2)=CC(=Cc2ccccc2)C=C1c1ccccc1.CC(C)[C@@H]1CCCN1" homo_lumo_gap_ev=6.65 total_charge=0
O 2.45 2.33 1.74 -0.549
C 1.65 1.38 1.75 0.490
C 2.10 -0.03 1.70 -0.124
C 3.55 -0.29 1.70 0.025
C 4.10 -1.23 0.80 -0.215
C 5.47 -1.48 0.77 -0.220
C 6.33 -0.84 1.67 -0.210
C 5.80 0.09 2.58 -0.216
C 4.43 0.37 2.58 -0.186
C 1.18 -1.05 1.61 -0.173
C -0.23 -0.83 1.63 -0.014
C -1.12 -1.92 1.72 -0.107
C -2.54 -1.80 1.72 -0.111
C -3.21 -0.95 0.79 -0.213
C -4.59 -0.78 0.83 -0.148
C -5.36 -1.43 1.81 -0.216
C -4.72 -2.28 2.73 -0.212
C -3.35 -2.49 2.68 -0.182
C -0.68 0.53 1.66 -0.192
C 0.18 1.60 1.72 -0.117
C -0.34 2.98 1.71 0.029
C -1.39 3.31 0.83 -0.223
C -1.93 4.60 0.82 -0.216
C -1.47 5.57 1.72 -0.209
C -0.45 5.24 2.62 -0.211
C 0.13 3.97 2.60 -0.198
H 3.42 -1.75 0.11 0.210
H 5.87 -2.19 0.05 0.214
H 7.41 -1.05 1.67 0.215
H 6.44 0.59 3.30 0.215
H 4.03 1.12 3.26 0.225
H 1.53 -2.09 1.60 0.216
H -0.69 -2.89 1.98 0.216
H -2.61 -0.42 0.05 0.226
H -5.06 -0.11 0.11 0.210
H -6.44 -1.28 1.84 0.220
H -5.31 -2.77 3.50 0.220
H -2.84 -3.12 3.42 0.216
H -1.75 0.74 1.74 0.231
H -1.76 2.55 0.13 0.213
H -2.71 4.85 0.10 0.214
H -1.91 6.58 1.73 0.215
H -0.09 5.97 3.34 0.215
H 0.95 3.72 3.27 0.227
C 1.40 0.14 -4.63 -0.609
C 0.48 0.12 -3.43 -0.217
C 1.14 0.73 -2.20 -0.607
C -0.02 -1.30 -3.14 -0.026
C -0.74 -1.95 -4.34 -0.408
C -1.79 -2.87 -3.70 -0.411
C -2.09 -2.23 -2.33 -0.205
N -0.98 -1.35 -2.07 -0.672
H 2.29 -0.48 -4.46 0.201
H 0.90 -0.22 -5.54 0.207
H 1.73 1.17 -4.82 0.211
H -0.42 0.72 -3.68 0.193
H 2.01 0.15 -1.87 0.201
H 1.47 1.75 -2.44 0.214
H 0.43 0.80 -1.36 0.208
H 0.89 -1.89 -2.89 0.154
H -1.23 -1.18 -4.95 0.200
H -0.02 -2.48 -4.97 0.217
H -2.68 -2.99 -4.31 0.213
H -1.34 -3.85 -3.52 0.199
H -3.01 -1.63 -2.41 0.164
H -2.26 -2.95 -1.51 0.187
H -0.64 -1.27 -1.11 0.384

=====

71
Properties=species:S:1:pos:R:3:lowdin_charge:R:1 method="wB97M-V/def2-TZVPD" multiplicity=1 homo_lumo_gap_ev=6.47 total_charge=+1
C -0.84 -1.34 1.75 -0.168
C -0.69 -1.61 0.35 -0.174
C 0.66 -2.03 0.12 -0.156
H -1.50 -1.68 -0.38 0.111
C 1.41 -1.90 1.35 -0.175
C 0.47 -1.45 2.39 -0.218
H 0.68 -1.44 3.46 0.116
H -1.80 -1.21 2.26 0.126
H 1.01 -2.49 -0.80 0.121
H 2.43 -2.27 1.51 0.131
Hf 0.64 0.30 1.03 1.267
Cl 2.66 1.07 0.15 0.116
P -0.03 0.36 -2.84 1.067
C 1.16 -0.74 -3.64 -0.392
C 0.85 -1.55 -4.74 -0.080
H -0.16 -1.55 -5.15 0.106
C 1.83 -2.40 -5.28 -0.069
H 1.59 -3.02 -6.14 0.110
C 3.11 -2.46 -4.72 -0.067
H 3.87 -3.11 -5.16 0.114
C 3.39 -1.69 -3.59 -0.077
H 4.38 -1.76 -3.15 0.108
C 2.44 -0.85 -3.04 -0.116
H 2.63 -0.29 -2.13 0.027
C -1.69 -0.13 -3.37 -0.375
C -2.10 -1.47 -3.18 -0.127
H -1.44 -2.20 -2.71 0.100
C -3.38 -1.85 -3.56 -0.080
H -3.68 -2.89 -3.47 0.108
C -4.31 -0.90 -4.02 -0.070
H -5.32 -1.22 -4.32 0.113
C -3.94 0.44 -4.06 -0.075
H -4.67 1.18 -4.35 0.109
C -2.65 0.84 -3.71 -0.077
H -2.41 1.90 -3.64 0.104
C 0.34 2.05 -3.39 -0.378
C 0.90 2.29 -4.65 -0.069
H 1.18 1.45 -5.28 0.105
C 1.12 3.60 -5.07 -0.069
H 1.54 3.78 -6.05 0.108
C 0.83 4.69 -4.25 -0.066
H 0.99 5.71 -4.59 0.113
C 0.33 4.45 -2.96 -0.077
H 0.12 5.29 -2.30 0.110
C 0.12 3.14 -2.51 -0.109
H -0.20 2.94 -1.49 0.068
C 2.75 2.20 3.26 -0.221
Si 0.91 2.24 3.66 0.393
C 0.62 1.26 5.21 -0.173
C 0.42 4.04 3.74 -0.164
N -0.23 1.58 2.42 -0.265
C -1.66 1.81 2.49 -0.361
C -2.44 1.31 3.56 -0.055
C -3.77 1.72 3.70 -0.069
C -4.38 2.50 2.71 -0.082
C -3.67 2.86 1.57 -0.075
C -2.31 2.52 1.44 -0.042
H 3.25 2.60 4.16 0.053
H 3.01 2.85 2.42 0.016
H 3.18 1.20 3.07 0.013
H 1.43 1.48 5.93 0.046
H -0.35 1.52 5.65 0.033
H 0.63 0.16 5.04 0.022
H 0.54 4.48 2.74 0.042
H -0.64 4.15 4.00 0.032
H 1.00 4.67 4.45 0.049
H -1.99 0.55 4.21 0.104
H -4.34 1.43 4.58 0.109
H -5.43 2.83 2.82 0.112
H -4.15 3.41 0.77 0.107
H -1.73 2.72 0.53 0.087

=====

81
Properties=species:S:1:pos:R:3:mulliken_spin:R:1 method="wB97M-V/def2-TZVPD" multiplicity=2 homo_lumo_gap_ev="5.26 / 5.08" total_charge=-2
V 0.21 0.15 -0.65 0.918
O -1.07 4.47 -2.39 0.000
C -1.96 4.68 -1.42 -0.001
C -2.37 6.00 -1.16 0.000
C -3.29 6.27 -0.17 0.000
C -3.84 5.24 0.59 0.000
C -3.43 3.93 0.35 0.001
C -2.50 3.64 -0.65 0.007
C -1.97 2.24 -0.82 0.014
O -1.10 2.04 -1.76 0.000
N -2.40 1.34 0.01 -0.004
N -1.66 0.14 -0.19 -0.050
C -2.32 -0.97 -0.12 -0.035
C -1.66 -2.18 -0.44 0.053
C -2.37 -3.36 -0.65 0.007
C -1.99 -4.30 -1.61 0.004
C -1.21 -4.02 -2.75 0.003
C -0.61 -2.81 -3.14 0.001
C -0.22 -1.80 -2.24 0.003
O 0.11 -0.59 -2.58 -0.013
H -0.86 3.49 -2.34 0.000
H -1.93 6.80 -1.76 0.000
H -3.59 7.30 0.02 0.000
H -4.56 5.45 1.37 0.000
H -3.81 3.10 0.94 0.000
H -3.39 -0.92 0.07 0.001
H -3.32 -3.50 -0.13 0.001
H -2.47 -5.27 -1.58 -0.001
H -1.16 -4.81 -3.49 0.000
H -0.45 -2.65 -4.21 0.000
C 5.69 0.76 -1.51 0.000
N 5.28 -0.27 -0.56 0.000
C 5.40 -1.59 -1.19 0.001
N 4.71 -1.70 -2.48 0.000
C 5.16 -0.63 -3.36 0.000
N 4.98 0.71 -2.81 0.000
C 3.55 1.04 -2.66 0.004
P 2.64 -0.09 -1.49 0.041
C 3.89 -0.03 -0.11 0.001
C 3.24 -1.66 -2.29 0.004
H 6.75 0.64 -1.71 0.000
H 5.51 1.74 -1.06 0.000
H 4.99 -2.34 -0.51 0.000
H 6.46 -1.80 -1.36 0.000
H 4.62 -0.70 -4.30 0.000
H 6.23 -0.78 -3.55 0.000
H 3.07 0.99 -3.63 0.000
H 3.45 2.07 -2.30 0.000
H 3.58 -0.77 0.63 0.002
H 3.82 0.94 0.36 0.001
H 2.76 -1.74 -3.27 -0.001
H 2.90 -2.49 -1.69 0.002
C -4.97 -1.51 3.99 0.000
C -3.52 -1.32 3.62 0.000
C -2.95 -0.05 3.56 -0.001
C -1.62 0.14 3.21 -0.004
C -1.02 1.52 3.24 0.000
C -0.83 -0.97 2.87 0.014
C -1.35 -2.26 3.02 -0.001
C -0.51 -3.51 2.85 0.000
C -2.69 -2.41 3.38 -0.001
C 0.60 -0.75 2.41 -0.009
O 1.49 -0.94 3.23 0.001
O 0.80 -0.38 1.18 -0.047
H -5.55 -0.60 3.79 0.000
H -5.09 -1.76 5.05 0.000
H -5.42 -2.32 3.41 0.000
H -3.57 0.82 3.79 0.000
H -1.80 2.28 3.36 0.000
H -0.47 1.73 2.34 0.005
H -0.31 1.60 4.07 0.000
H 0.55 -3.27 2.75 0.000
H -0.80 -4.06 1.95 0.001
H -0.64 -4.16 3.72 0.000
H -3.10 -3.42 3.46 0.000
S 0.96 -3.19 -0.11 0.072
C -0.21 -2.10 -0.78 -0.006
F 1.55 2.65 -1.08 -0.001
C 0.88 2.01 0.05 0.003
F 1.91 2.07 1.04 0.005
H 0.17 2.76 0.40 0.008

=====

71
Properties=species:S:1:pos:R:3:lowdin_charge:R:1 method="wB97M-V/def2-TZVPD" multiplicity=1 homo_lumo_gap_ev="3.71 / 0.26" total_charge=-2
K 11.22 10.03 11.79 -0.030
C 10.47 9.24 17.53 -0.357
Sb 11.75 9.75 15.83 1.206
C 11.62 11.90 16.00 -0.350
C 13.69 9.39 17.13 -0.324
C 14.91 10.18 16.85 -0.299
C 15.18 11.32 17.66 -0.085
C 16.42 11.94 17.57 -0.154
C 17.36 11.53 16.61 -0.129
C 17.03 10.49 15.72 -0.113
C 15.79 9.78 15.78 -0.345
C 15.33 8.90 14.69 -0.310
Sb 15.05 10.27 12.96 1.476
C 14.11 12.07 13.53 -0.271
C 16.87 11.17 12.30 -0.275
H 11.02 8.65 18.31 -0.005
H 9.55 8.69 17.18 -0.016
H 10.21 10.21 17.96 -0.018
H 10.54 12.18 16.20 0.016
H 11.84 12.35 15.03 -0.045
H 12.23 12.33 16.82 0.002
H 13.81 8.31 16.90 0.042
H 13.18 9.64 18.07 0.018
H 14.40 11.67 18.39 0.109
H 16.62 12.80 18.20 0.075
H 18.34 12.05 16.56 0.090
H 17.75 10.19 14.94 0.090
H 14.37 8.41 14.89 0.012
H 16.15 8.19 14.40 0.072
H 14.27 12.35 14.60 0.023
H 12.98 12.00 13.41 -0.003
H 14.48 12.89 12.91 0.001
H 17.39 10.46 11.65 0.007
H 17.49 11.35 13.20 -0.021
H 16.63 12.12 11.81 0.009
S 9.42 8.92 14.21 0.372
C 8.54 10.31 13.73 -0.830
C 7.15 10.34 14.07 -0.158
C 6.40 11.39 13.69 -0.147
C 7.00 12.45 13.03 -0.157
C 8.35 12.38 12.65 -0.150
N 9.12 11.30 13.00 -0.065
H 6.77 9.54 14.72 0.084
H 5.33 11.42 13.94 0.097
H 6.34 13.27 12.80 0.061
H 8.88 13.14 12.09 0.047
C 14.02 9.58 11.25 -0.368
C 14.65 9.34 10.17 -0.224
C 15.38 9.37 9.00 -0.222
C 15.70 8.10 8.32 -0.174
C 15.96 8.06 6.93 -0.080
C 16.31 6.92 6.29 -0.129
C 16.33 5.73 7.01 -0.150
C 15.96 5.71 8.34 -0.135
C 15.61 6.87 8.99 -0.060
C 15.75 10.63 8.40 -0.214
C 16.99 10.76 7.72 -0.057
C 17.33 11.94 7.05 -0.122
C 16.41 12.96 7.03 -0.153
C 15.25 12.92 7.80 -0.103
C 14.96 11.78 8.54 -0.031
H 15.82 8.98 6.37 0.110
H 16.63 6.98 5.25 0.097
H 16.62 4.77 6.55 0.087
H 15.89 4.78 8.93 0.100
H 15.39 6.84 10.06 0.106
H 17.64 9.86 7.66 0.112
H 18.32 12.09 6.61 0.091
H 16.56 13.82 6.35 0.090
H 14.59 13.75 7.87 0.076
H 14.05 11.70 9.12 0.103

=====

80
Properties=species:S:1:pos:R:3:mulliken_spin:R:1 method="wB97M-V/def2-TZVPD" multiplicity=2 homo_lumo_gap_ev="5.81 / 7.05" total_charge=0
Ir 0.48 -0.71 0.08 -0.020
C 3.69 -2.34 2.43 0.001
C 2.92 -1.25 1.72 -0.004
O 1.64 -1.33 1.74 0.003
C 3.61 -0.22 1.14 -0.001
C 3.05 0.80 0.35 0.003
C 3.93 1.91 -0.13 0.000
N 1.79 0.85 0.00 -0.002
N 1.39 1.91 -0.75 0.002
C 0.23 1.76 -1.28 -0.003
O -0.50 0.70 -1.18 0.003
C -0.33 2.92 -2.04 -0.002
C 0.37 4.11 -2.16 0.000
C -0.20 5.18 -2.83 0.000
C -1.47 5.07 -3.39 0.000
C -2.17 3.87 -3.27 0.000
C -1.60 2.80 -2.60 0.000
H 3.03 -3.18 2.61 0.000
H 4.05 -1.98 3.39 0.000
H 4.54 -2.65 1.83 0.000
H 4.68 -0.20 1.28 0.000
H 4.96 1.76 0.18 0.000
H 3.56 2.86 0.26 0.000
H 3.86 1.98 -1.22 0.000
H 1.36 4.20 -1.74 0.000
H 0.34 6.11 -2.92 0.000
H -1.92 5.91 -3.90 0.000
H -3.15 3.77 -3.71 0.000
H -2.12 1.86 -2.50 0.000
Cl 4.11 -4.54 -5.63 -0.002
C 3.27 -3.53 -4.48 -0.074
C 3.16 -2.15 -4.73 0.195
C 2.51 -1.35 -3.82 -0.110
C 1.93 -1.86 -2.64 0.247
O 1.34 -1.01 -1.85 0.114
C 2.02 -3.28 -2.42 -0.077
C 1.38 -3.92 -1.37 0.552
O 0.66 -3.26 -0.40 0.027
C 2.74 -4.08 -3.35 0.131
H 3.57 -1.74 -5.64 0.012
H 2.42 -0.28 -3.99 -0.010
H 1.41 -5.00 -1.25 -0.002
H 2.85 -5.14 -3.17 0.002
C -0.54 -0.07 5.31 0.000
C -0.59 -0.61 3.89 0.000
O -1.03 0.47 3.05 -0.002
P -1.03 0.44 1.45 0.027
O -1.06 2.01 1.23 -0.001
C -0.12 2.93 1.83 0.000
C -0.89 4.14 2.29 0.000
O -2.49 0.05 1.00 -0.004
C -3.68 0.81 1.30 0.000
C -4.36 0.29 2.55 0.000
H -0.27 -0.86 6.01 0.000
H -1.51 0.33 5.59 0.000
H 0.19 0.73 5.37 0.000
H -1.30 -1.44 3.82 0.000
H 0.39 -0.96 3.56 0.000
H 0.62 3.19 1.08 0.000
H 0.39 2.45 2.67 0.000
H -1.38 4.62 1.43 0.000
H -0.22 4.86 2.76 0.000
H -1.66 3.85 3.00 0.000
H -4.32 0.70 0.43 0.000
H -3.41 1.86 1.41 0.000
H -4.53 -0.78 2.47 0.000
H -5.32 0.79 2.67 0.000
H -3.76 0.49 3.43 0.000
N -6.01 -2.59 -0.51 -0.001
C -4.87 -2.71 -0.52 0.000
C -3.44 -2.86 -0.52 0.006
C -2.75 -3.09 -1.72 0.030
C -1.38 -3.25 -1.72 0.008
C -0.69 -3.15 -0.52 -0.060
C -1.37 -2.95 0.69 -0.016
C -2.74 -2.81 0.68 0.004
H -3.30 -3.15 -2.64 0.000
H -0.84 -3.43 -2.64 0.023
H -0.80 -2.95 1.61 0.001
H -3.29 -2.68 1.60 0.000

=====

77
Properties=species:S:1:pos:R:3:nbo_charge:R:1 method="wB97M-V/def2-TZVPD" multiplicity=1 smiles="O=C(CCCC(=O)N(c1ccc2c(c1)OCCO2)[C@@H](C(=O)NC1CCCCC1)c1ccc(F)cc1)Nc1ccccn1" homo_lumo_gap_ev=9.16 total_charge=0
O 0.45 1.57 -4.91 -0.602
C 0.04 1.27 -3.81 0.704
C -1.44 1.22 -3.48 -0.494
C -2.01 -0.16 -3.86 -0.386
C -2.26 -1.06 -2.65 -0.495
C -0.97 -1.47 -1.97 0.697
O -0.01 -1.88 -2.59 -0.644
N -0.94 -1.31 -0.62 -0.487
C -2.06 -0.92 0.16 0.222
C -3.03 -1.85 0.53 -0.245
C -4.09 -1.46 1.32 -0.226
C -4.20 -0.15 1.76 0.210
C -3.21 0.78 1.41 0.291
C -2.16 0.39 0.60 -0.290
O -3.24 2.08 1.85 -0.494
C -4.11 2.27 2.95 -0.099
C -5.45 1.59 2.67 -0.096
O -5.28 0.20 2.53 -0.479
C 0.25 -1.75 0.12 -0.165
C 0.54 -0.72 1.23 0.691
O 0.05 -0.76 2.34 -0.645
N 1.32 0.28 0.79 -0.660
C 1.69 1.40 1.63 -0.053
C 3.18 1.35 1.97 -0.395
C 3.58 2.53 2.84 -0.400
C 3.25 3.85 2.13 -0.396
C 1.77 3.91 1.79 -0.396
C 1.36 2.72 0.92 -0.404
C 0.08 -3.17 0.60 -0.086
C 0.62 -4.20 -0.16 -0.120
C 0.44 -5.52 0.20 -0.307
C -0.27 -5.80 1.35 0.397
F -0.45 -7.09 1.72 -0.328
C -0.82 -4.80 2.13 -0.289
C -0.64 -3.48 1.75 -0.174
N 0.86 0.93 -2.77 -0.615
C 2.20 0.61 -2.81 0.401
C 2.99 0.72 -3.96 -0.276
C 4.32 0.34 -3.87 -0.138
C 4.82 -0.13 -2.66 -0.284
C 3.97 -0.19 -1.58 0.057
N 2.69 0.17 -1.65 -0.505
H -1.92 1.99 -4.08 0.241
H -1.62 1.43 -2.43 0.205
H -1.31 -0.67 -4.54 0.232
H -2.95 -0.03 -4.40 0.216
H -2.94 -0.56 -1.95 0.222
H -2.75 -1.98 -2.99 0.240
H -2.95 -2.87 0.19 0.231
H -4.86 -2.16 1.61 0.230
H -1.41 1.12 0.34 0.227
H -3.66 1.83 3.86 0.184
H -4.22 3.34 3.07 0.203
H -5.88 2.01 1.76 0.179
H -6.15 1.73 3.50 0.204
H 1.07 -1.73 -0.61 0.259
H 1.80 0.22 -0.12 0.435
H 1.10 1.32 2.55 0.226
H 3.40 0.41 2.48 0.215
H 3.76 1.37 1.04 0.190
H 4.65 2.49 3.06 0.208
H 3.04 2.49 3.79 0.197
H 3.52 4.69 2.77 0.208
H 3.84 3.92 1.21 0.193
H 1.54 4.84 1.27 0.209
H 1.18 3.89 2.72 0.196
H 0.29 2.77 0.71 0.207
H 1.90 2.76 -0.03 0.196
H 1.16 -3.97 -1.06 0.219
H 0.85 -6.33 -0.39 0.228
H -1.37 -5.06 3.02 0.228
H -1.05 -2.69 2.36 0.254
H 0.42 0.70 -1.88 0.414
H 2.56 1.08 -4.88 0.265
H 4.95 0.40 -4.74 0.221
H 5.85 -0.44 -2.57 0.223
H 4.29 -0.55 -0.62 0.199

=====

The records above yield energy values of -37256.6092 -66218.6172 -102670.7238 -75454.7418 -77204.2967 -52669.9048 eV, respectively.
The records above yield max |F| values of 3.06 4.77 2.07 3.23 4.78 0.60 eV/Å, respectively.